# C5H8N2S

C5H8N2S in the gas phase (ωB97M-V/def2-TZVPD, the Open Molecules 2025 dataset).

## Properties
Electronic energy: -702.9439 a.u.
LUMO: 0.409 eV
SMILES: C/C=N\CCN=C=S
Energy above the lowest of the compared OMol25 structures with the same formula, charge and spin: 2.343 eV
HOMO: -9.02 eV
Orbital gap: 0.3465 hartree

```
! RIJCOSX wB97M-V def2-TZVPD def2/J DEFGRID3
* xyz 0 1
C 1.49 0.24 1.59
C 0.91 0.40 0.19
C 0.71 -2.08 2.03
C -1.65 -0.44 -1.07
C -1.43 0.56 -0.08
N 1.15 -0.98 2.27
N -0.34 1.06 0.37
S -0.06 -3.40 2.40
H 2.60 0.33 1.55
H 1.07 0.99 2.21
H 1.57 1.21 -0.34
H 0.92 -0.56 -0.26
H -0.91 -1.29 -0.94
H -2.74 -0.91 -1.09
H -1.48 -0.03 -2.08
H -2.24 1.35 -0.07
*
```

# C7H18AgO6

A molecular structure, C7H18AgO6 (ωB97M-V/def2-TZVPD, the Open Molecules 2025 dataset).

## Properties
Electronic energy: -875.8189 a.u.
LUMO (alpha / beta): 0.212 / -0.713 eV
Energy above the lowest of the compared OMol25 structures with the same formula, charge and spin: 0.226 eV
HOMO (alpha / beta): -8.91 / -9.03 eV
Orbital gap (alpha / beta): 0.3354 / 0.3056 hartree

```
! RIJCOSX wB97M-V def2-TZVPD def2/J DEFGRID3
* xyz 0 2
Ag 19.32 -25.68 -19.94
C 19.97 -27.23 -17.68
O 20.28 -27.68 -18.78
O 19.87 -28.09 -16.81
O 19.67 -26.05 -17.58
C 18.38 -21.40 -19.25
C 18.54 -22.85 -18.96
O 18.07 -23.60 -20.04
H 18.69 -20.79 -18.40
H 17.33 -21.26 -19.52
H 18.92 -21.11 -20.15
H 18.03 -23.11 -18.03
H 19.58 -23.06 -18.69
H 17.11 -23.63 -19.94
C 19.45 -25.79 -23.94
C 19.39 -27.08 -23.08
O 18.53 -26.88 -21.99
H 19.94 -24.97 -23.43
H 18.44 -25.41 -24.06
H 19.98 -25.97 -24.88
H 20.38 -27.35 -22.71
H 19.13 -28.00 -23.60
H 18.18 -27.73 -21.69
C 21.82 -22.89 -21.60
C 22.41 -24.07 -20.94
O 21.48 -25.10 -21.10
H 20.75 -22.78 -21.42
H 21.99 -23.13 -22.65
H 22.37 -21.99 -21.34
H 22.52 -23.79 -19.89
H 23.36 -24.43 -21.34
H 22.00 -25.90 -21.18
*
```

# C44H37BrN3O3P2SV

A molecular structure, C44H37BrN3O3P2SV (ωB97M-V/def2-TZVPD, the Open Molecules 2025 dataset).

## Properties
Electronic energy: -6687.4126 a.u.
LUMO (alpha / beta): -6.274 / -5.756 eV
HOMO (alpha / beta): -13.22 / -13.22 eV
Orbital gap (alpha / beta): 0.2554 / 0.2744 hartree

```
! RIJCOSX wB97M-V def2-TZVPD def2/J DEFGRID3
* xyz 2 3
V 0.15 0.30 -0.52
O -0.12 -2.14 1.87
C 1.04 -2.88 2.00
C 1.43 -3.62 3.10
C 2.58 -4.40 3.02
C 3.34 -4.45 1.87
C 2.99 -3.64 0.80
C 1.86 -2.83 0.87
P 1.61 -1.61 -0.45
C 1.37 -2.70 -1.89
C 1.94 -2.50 -3.15
C 1.67 -3.40 -4.17
C 0.81 -4.47 -3.96
C 0.21 -4.64 -2.72
C 0.49 -3.76 -1.69
C 3.27 -0.84 -0.39
C 4.26 -0.88 -1.36
C 5.47 -0.24 -1.13
C 5.70 0.43 0.06
C 4.72 0.45 1.04
C 3.51 -0.18 0.82
C -0.93 -1.81 2.94
C -1.34 -2.69 3.93
C -2.12 -2.21 4.97
C -2.51 -0.88 5.01
C -2.19 -0.04 3.97
C -1.41 -0.51 2.91
P -1.33 0.44 1.36
C -2.99 0.02 0.74
C -3.07 -1.07 -0.13
C -4.30 -1.49 -0.62
C -5.45 -0.83 -0.23
C -5.39 0.22 0.68
C -4.16 0.63 1.18
C -1.29 2.14 2.00
C -2.24 3.13 1.73
C -2.10 4.38 2.30
C -1.01 4.67 3.10
C -0.06 3.70 3.36
C -0.20 2.43 2.82
H 0.88 -3.59 4.03
H 2.86 -4.99 3.89
H 4.21 -5.08 1.81
H 3.62 -3.60 -0.08
H 2.57 -1.65 -3.35
H 2.13 -3.27 -5.14
H 0.62 -5.18 -4.75
H -0.47 -5.46 -2.55
H 0.04 -3.91 -0.71
H 4.13 -1.42 -2.28
H 6.24 -0.27 -1.89
H 6.65 0.92 0.23
H 4.90 0.95 1.98
H 2.74 -0.17 1.59
H -1.08 -3.74 3.89
H -2.43 -2.89 5.75
H -3.10 -0.52 5.85
H -2.55 0.98 3.96
H -2.17 -1.61 -0.40
H -4.35 -2.34 -1.29
H -6.41 -1.14 -0.62
H -6.29 0.70 1.02
H -4.13 1.42 1.92
H -3.10 2.91 1.10
H -2.86 5.14 2.11
H -0.90 5.66 3.53
H 0.80 3.93 3.98
H 0.52 1.66 3.04
Br -3.36 1.98 -2.16
C -1.93 3.10 -1.61
C -2.10 4.47 -1.74
C -1.08 5.30 -1.31
C 0.07 4.74 -0.78
C 0.14 3.36 -0.72
N -0.84 2.53 -1.13
C 1.36 2.67 -0.19
O 2.13 3.20 0.56
O 1.48 1.43 -0.64
H -3.01 4.87 -2.16
H -1.19 6.38 -1.38
H 0.90 5.33 -0.41
C 0.84 2.47 -4.83
N 0.52 1.52 -3.77
C -0.42 0.59 -3.85
N -1.11 0.42 -4.96
S -0.77 -0.47 -2.54
H 1.35 3.32 -4.40
H -0.07 2.83 -5.31
H 1.49 2.02 -5.59
H 1.11 1.51 -2.96
H -0.94 0.95 -5.80
H -1.87 -0.24 -4.97
*
```

# C2H4N4O2

C2H4N4O2 in the gas phase (ωB97M-V/def2-TZVPD, the Open Molecules 2025 dataset).

## Properties
Electronic energy: -447.9310 a.u.
LUMO: -0.418 eV
SMILES: CNn1onnc1=O
Energy above the lowest of the compared OMol25 structures with the same formula, charge and spin: 4.664 eV
HOMO: -10.27 eV
Orbital gap: 0.3620 hartree

```
! RIJCOSX wB97M-V def2-TZVPD def2/J DEFGRID3
* xyz 0 1
C 1.51 -0.15 0.51
C -1.50 0.84 -0.12
H 2.63 0.10 0.39
H 1.60 -1.18 0.60
H 1.14 0.25 1.48
H 1.26 0.12 -1.44
N 0.80 0.43 -0.69
N -0.53 0.06 -0.59
N -2.19 -1.20 -0.04
N -2.42 -0.04 0.25
O -0.88 -1.28 -0.33
O -1.41 2.05 -0.02
*
```

# C15H30F3NO5S

2 unconnected molecules or ions with the total composition C15H30F3NO5S (ωB97M-V/def2-TZVPD, the Open Molecules 2025 dataset).

## Properties
Electronic energy: -1717.9355 a.u.
LUMO: -1.515 eV
HOMO: -7.66 eV
Orbital gap: 0.2258 hartree

```
! RIJCOSX wB97M-V def2-TZVPD def2/J DEFGRID3
* xyz 0 1
C 4.25 -1.09 2.31
O 3.28 -1.58 1.31
C 3.99 -2.20 0.15
C 4.73 -1.08 -0.82
C 3.82 -0.82 -2.15
C 2.39 -0.06 -1.88
C 2.38 0.98 -0.62
C 1.55 2.33 -1.15
C 0.87 3.20 0.06
N -0.53 3.57 -0.43
C -1.45 2.75 0.45
C -2.26 1.46 -0.16
C -1.40 0.06 -0.23
C -2.30 -0.99 -1.16
C -1.22 -0.69 1.23
C -0.53 2.59 1.80
O 0.92 2.62 1.43
H 5.23 -1.75 2.37
H 4.61 -0.01 1.98
H 3.73 -0.96 3.37
H 3.23 -2.85 -0.50
H 4.74 -2.98 0.62
H 5.04 -0.12 -0.23
H 5.75 -1.58 -1.18
H 4.49 -0.25 -2.93
H 3.54 -1.90 -2.58
H 2.12 0.56 -2.87
H 1.52 -0.84 -1.72
H 1.76 0.45 0.25
H 3.43 1.35 -0.27
H 2.33 2.97 -1.76
H 0.69 1.92 -1.83
H 1.47 4.20 0.16
H -0.70 4.55 -0.05
H -0.68 3.61 -1.46
H -2.32 3.46 0.80
H -2.55 1.72 -1.29
H -3.29 1.29 0.39
H -0.36 0.15 -0.76
H -2.58 -0.54 -2.21
H -1.79 -2.06 -1.24
H -3.30 -1.19 -0.54
H -1.58 -1.81 1.23
H -1.84 -0.09 2.02
H -0.05 -0.67 1.45
H -0.76 1.73 2.56
H -0.72 3.57 2.42
C -6.32 -3.53 -0.12
F -6.02 -4.76 0.40
F -5.55 -3.40 -1.24
F -7.62 -3.62 -0.56
S -6.07 -2.14 1.11
O -4.65 -2.19 1.47
O -6.96 -2.44 2.24
O -6.44 -0.91 0.39
*
```

# C16H34BNO7

2 unconnected molecules or ions with the total composition C16H34BNO7 (ωB97M-V/def2-TZVPD, the Open Molecules 2025 dataset).

## Properties
Electronic energy: -1236.4127 a.u.
LUMO: -0.060 eV
SMILES: COCCCCCCC[C@@]1(O)OC(=O)O[C@@]1(CCC(C)C)B(N)O.O
Energy above the lowest of the compared OMol25 structures with the same formula, charge and spin: 0.000 eV
HOMO: -9.67 eV
Orbital gap: 0.3531 hartree

```
! RIJCOSX wB97M-V def2-TZVPD def2/J DEFGRID3
* xyz 0 1
C 4.11 -2.26 0.93
O 3.42 -1.87 -0.23
C 3.73 -0.56 -0.63
C 3.03 -0.26 -1.93
C 3.42 1.13 -2.48
C 2.28 1.91 -3.16
C 1.58 2.94 -2.26
C 0.10 2.72 -1.91
C -0.27 1.25 -1.67
C -1.67 1.03 -1.07
O -2.54 2.10 -1.21
O -2.29 -0.05 -1.80
C -1.81 -1.20 -1.27
O -1.90 -2.27 -1.78
O -1.21 -0.95 -0.08
C -1.63 0.36 0.35
C -3.03 0.33 0.95
C -3.18 -0.64 2.14
C -3.60 -2.11 1.86
C -2.43 -3.08 1.65
C -4.62 -2.24 0.72
B -0.55 1.07 1.29
N 0.78 0.58 1.40
O -0.94 2.24 1.96
H 3.80 -3.28 1.17
H 5.19 -2.25 0.78
H 3.86 -1.61 1.78
H 3.41 0.16 0.15
H 4.82 -0.46 -0.75
H 1.95 -0.33 -1.76
H 3.29 -1.04 -2.65
H 4.26 1.01 -3.17
H 3.80 1.74 -1.65
H 2.71 2.44 -4.01
H 1.56 1.20 -3.59
H 2.14 3.04 -1.33
H 1.65 3.92 -2.75
H -0.56 3.17 -2.65
H -0.08 3.27 -0.97
H -0.25 0.71 -2.62
H 0.47 0.80 -1.02
H -2.16 2.88 -0.80
H -3.78 0.17 0.18
H -3.20 1.33 1.34
H -3.91 -0.21 2.83
H -2.23 -0.67 2.69
H -4.12 -2.43 2.77
H -2.57 -3.97 2.26
H -2.35 -3.41 0.62
H -1.47 -2.64 1.94
H -5.53 -1.67 0.92
H -4.89 -3.29 0.59
H -4.20 -1.91 -0.23
H 0.90 -0.30 1.90
H 1.37 1.28 1.85
H -0.82 3.08 1.52
O 2.01 -0.54 3.97
H 1.48 0.24 4.20
H 2.63 -0.62 4.70
*
```